[1]
DFT (ωB97M-V/def2-TZVPD) results for a molecular structure, C33H49MnN3O4S2SbSe.

Each line ends with the Löwdin charge.
Element x y z (Å)
Sb -0.986 1.523 -2.334  1.63
Se -1.381 0.853 2.408  0.62
Mn -0.028 0.867 0.277  0.25
S -0.089 -1.577 -0.276  0.67
S 3.352 0.355 0.648  0.55
O 3.196 -0.746 -0.303  -0.35
O 4.592 1.088 0.528  -0.31
O 0.099 2.968 0.279  -0.25
O 1.332 4.732 0.906  0.02
N 1.966 -2.841 0.727  0.11
N 2.076 1.235 0.653  -0.29
N -0.074 -3.350 1.724  0.14
C -3.685 -0.356 3.562  -0.17
C 2.350 -1.393 4.169  -0.03
C -5.291 -1.802 2.489  -0.13
C 1.945 -4.410 2.422  0.02
C -4.549 -1.714 1.318  -0.11
C -1.319 0.024 -3.896  -0.70
C 1.791 2.386 -2.990  -0.12
C 0.569 -4.177 2.510  -0.32
C 0.630 -2.647 0.806  -0.73
C -3.982 1.538 -1.962  -0.13
C 3.575 -1.770 4.712  -0.28
C -3.242 3.405 -3.435  -0.11
C -4.846 -1.115 3.613  -0.12
C -2.929 -0.261 2.389  -0.66
C 1.148 3.525 0.779  -0.66
C 3.440 -0.448 2.249  -0.27
C 0.272 4.308 -2.568  -0.11
C 2.236 2.565 1.271  -0.17
C 0.060 -0.535 -4.261  -0.13
C 0.182 3.142 -4.758  -0.12
C 3.648 -2.462 6.047  -0.06
C -3.386 -0.956 1.266  -0.15
C -2.139 -1.123 -3.296  -0.14
C -0.247 -4.860 3.563  -0.02
C 4.736 -1.455 4.006  -0.05
C -2.885 2.577 -2.203  -0.70
C -2.036 0.522 -5.149  -0.12
C 0.391 2.946 -3.258  -0.68
C 4.675 -0.794 2.788  -0.08
C -2.803 3.480 -0.969  -0.12
C 2.275 -0.731 2.951  -0.06
C 4.114 -3.775 1.261  0.01
C 2.645 -3.687 1.493  -0.27
H 1.975 2.244 -1.924  0.06
H -4.875 -2.244 0.429  0.09
H -4.225 3.869 -3.277  0.08
H -2.529 4.212 -3.612  0.06
H 3.202 3.001 1.038  0.11
H -1.654 -1.574 -2.430  0.01
H 2.730 -3.014 6.257  0.07
H -3.077 0.783 -4.937  0.06
H 3.787 -1.739 6.855  0.08
H -4.185 0.936 -2.852  0.06
H 4.568 -2.793 1.390  0.07
H -2.052 -0.285 -5.895  0.08
H -4.912 2.060 -1.700  0.09
H 1.309 -0.428 2.565  0.05
H -5.410 -1.165 4.538  0.09
H 2.447 -5.105 3.079  0.12
H 4.568 -4.479 1.956  0.09
H -2.817 -0.918 0.351  0.04
H 2.475 -2.123 0.171  0.07
H 2.147 2.512 2.363  0.12
H 0.616 -0.855 -3.375  0.06
H 5.579 -0.531 2.249  0.12
H 0.209 -5.794 3.889  0.07
H 0.369 2.233 -5.334  0.06
H 4.313 -4.099 0.239  0.10
H 0.674 0.184 -4.806  0.06
H -1.254 -5.035 3.190  0.08
H -6.199 -2.392 2.525  0.09
H -0.823 3.501 -4.996  0.06
H -3.778 3.969 -0.832  0.09
H -2.573 2.922 -0.059  0.06
H 2.539 3.095 -3.369  0.09
H 1.959 1.425 -3.486  0.06
H 5.701 -1.725 4.423  0.11
H 1.431 -1.605 4.709  0.12
H -1.556 1.388 -5.610  0.05
H -2.039 4.254 -1.059  0.07
H -0.669 4.810 -2.807  0.06
H -3.305 2.800 -4.344  0.06
H -3.351 0.181 4.443  0.08
H 1.083 4.947 -2.940  0.09
H -3.746 0.867 -1.131  0.07
H -3.142 -0.813 -2.998  0.06
H 0.362 4.248 -1.483  0.05
H -0.327 -4.195 4.426  0.09
H -0.068 -1.416 -4.907  0.08
H 4.485 -3.162 6.087  0.07
H 0.894 3.902 -5.109  0.08
H -2.250 -1.909 -4.057  0.08

2S+1 ... 6
LUMO (alpha / beta) ... 2.156 / 2.154 eV
Total charge ... -1

***

[2]
DFT (ωB97M-V/def2-TZVPD) results for a single C21H22FN5O3S molecule.

Each line ends with the Löwdin charge.
Element x y z (Å)
S 3.402 2.353 -0.155  1.01
F -4.080 -0.538 3.749  0.08
O 3.952 0.341 -3.145  0.07
O -0.330 0.189 -1.073  -0.10
O -2.672 1.509 2.679  0.09
N 1.135 0.185 2.038  0.07
N 2.093 0.340 1.109  0.01
N 2.217 -0.161 -1.749  0.14
N 1.410 2.335 1.729  -0.05
N -1.462 -0.431 2.729  0.14
C 1.552 -1.151 -3.881  0.03
C -3.734 -1.335 2.723  -0.21
C 0.553 -1.566 -4.756  -0.28
C -0.368 1.602 3.383  0.00
C -1.100 -0.851 -3.149  -0.02
C -1.652 0.903 2.895  -0.48
C 2.259 1.625 0.929  -0.62
C 1.266 3.760 1.808  -0.01
C -2.085 -2.232 1.243  -0.03
C -4.328 -3.083 1.205  -0.08
C 0.724 1.366 2.412  -0.30
C 4.185 0.846 -0.818  -0.34
C 3.445 0.312 -2.046  -0.54
C 0.924 -2.169 -6.077  -0.05
C -2.428 -1.316 2.234  -0.17
C -0.108 -0.421 -2.285  -0.20
C 1.238 -0.589 -2.657  -0.13
C -3.026 -3.107 0.733  -0.09
C -1.651 0.571 -0.770  -0.07
C -0.767 -1.418 -4.371  -0.05
C -4.682 -2.200 2.210  0.00
H 1.654 -1.544 -6.587  0.08
H -2.064 1.219 -1.548  0.10
H 5.192 1.140 -1.109  0.08
H 1.371 -3.152 -5.931  0.08
H -1.561 -1.740 -5.030  0.11
H 1.912 4.216 1.061  0.07
H -1.069 -2.240 0.877  0.12
H -2.741 -3.806 -0.039  0.10
H -5.066 -3.760 0.802  0.10
H 4.206 0.116 -0.010  0.08
H -0.490 -0.725 2.627  0.11
H -0.103 1.177 4.354  0.14
H 1.555 4.117 2.799  0.11
H 2.588 -1.250 -4.159  0.12
H -0.573 2.665 3.500  0.12
H -2.141 -0.742 -2.888  0.10
H -5.681 -2.178 2.615  0.12
H 0.231 4.043 1.611  0.11
H -2.304 -0.297 -0.632  0.09
H -1.601 1.124 0.166  0.08
H 1.910 -0.115 -0.779  0.09
H 0.049 -2.280 -6.714  0.07

LUMO ... 0.384 eV
SMILES ... COc1ccc(C)cc1NC(=O)CSc1nnc(CC(=O)Nc2ccccc2F)n1C

***

[3]
DFT (ωB97M-V/def2-TZVPD) results for a molecular structure, C36H50CsGeN7O5.

Each line ends with the Löwdin charge.
Element x y z (Å)
Cs 0.671 -0.353 0.497  1.01
Ge 2.587 2.258 -1.854  0.65
O 1.340 -3.706 -0.057  0.00
O 4.608 0.470 4.218  -0.01
O -1.334 0.199 -1.198  -0.24
O -3.244 0.275 -2.352  -0.06
O -2.298 0.192 4.933  0.00
N -1.608 -0.320 2.849  0.13
N -1.736 -2.591 -1.153  0.07
N -6.062 -0.598 -3.116  0.09
N -5.472 1.633 -3.083  0.19
N -4.650 0.249 -4.752  0.21
N 1.076 0.327 3.753  0.17
N 3.550 -0.286 2.368  0.18
C 2.378 1.636 5.273  0.02
C -5.752 -2.013 -3.339  -0.16
C -5.448 1.912 0.373  -0.12
C 6.580 -0.921 -1.220  -0.08
C 5.702 1.041 0.528  -0.04
C 5.995 -1.275 -0.012  -0.04
C -3.040 -0.639 2.866  -0.24
C 2.133 2.845 0.004  -0.26
C -4.217 -2.099 -1.308  -0.15
C -3.423 -0.493 4.356  -0.07
C -0.010 0.674 4.439  -0.17
C 1.014 2.735 -2.956  -0.23
C -2.804 -1.636 -0.933  -0.32
C 3.224 -4.477 -1.283  -0.02
C -4.072 2.073 0.386  -0.06
C 4.957 -0.693 2.197  -0.23
C -5.237 0.070 1.901  -0.05
C -3.278 1.254 1.182  -0.02
C 1.997 -3.616 -1.076  -0.51
C 6.730 0.416 -1.551  -0.08
C 2.897 0.381 -1.849  -0.41
C 1.240 2.013 5.958  -0.03
C 5.675 -0.050 3.403  -0.07
C -4.385 -2.419 -2.796  -0.18
C 5.554 -0.299 0.871  -0.20
C 6.287 1.397 -0.675  -0.08
C -6.032 0.896 1.125  -0.09
C 2.250 0.791 4.173  -0.17
C 3.473 0.300 3.484  -0.32
C -5.344 0.399 -3.615  -0.46
C 0.018 1.514 5.547  0.01
C -2.422 -0.267 -1.563  -0.64
C 1.712 -2.621 -2.145  -0.07
C 3.920 3.675 -2.328  -0.25
C -1.319 0.137 3.991  -0.30
C -3.856 0.257 1.954  -0.18
H -0.898 1.756 6.065  0.12
H 6.319 0.779 3.109  0.12
H 4.615 3.839 -1.500  -0.02
H 5.874 -2.321 0.247  0.11
H 0.158 2.114 -2.681  -0.01
H 3.394 -5.112 -0.416  0.08
H 2.366 -1.741 -1.977  0.02
H 0.704 -2.213 -2.078  0.05
H 7.169 0.697 -2.499  0.10
H 2.009 3.929 0.065  0.01
H -4.897 -1.296 -1.012  0.10
H -3.172 -1.673 2.536  0.15
H -4.256 -3.487 -2.987  0.12
H -3.607 -1.896 -3.357  0.10
H 6.374 2.441 -0.945  0.10
H 1.231 2.568 -4.014  0.01
H -1.599 -2.844 -2.121  0.08
H 6.246 -0.760 3.997  0.13
H 1.194 2.383 0.317  -0.07
H 6.910 -1.691 -1.906  0.10
H 3.036 0.059 -2.896  -0.07
H -3.816 0.814 -4.811  0.13
H -5.699 -0.718 2.489  0.12
H 0.749 3.787 -2.825  0.00
H 5.336 1.814 1.195  0.12
H -4.745 2.272 -3.374  0.12
H -6.548 -2.567 -2.841  0.13
H 3.095 -5.095 -2.174  0.08
H -4.520 -0.690 -5.087  0.11
H -3.594 2.837 -0.213  0.12
H 3.357 1.976 5.574  0.12
H 3.384 4.611 -2.507  0.00
H -3.526 -1.455 4.859  0.13
H -6.554 -0.374 -2.265  0.15
H 2.916 2.534 0.702  -0.01
H -5.847 -2.241 -4.404  0.12
H 4.504 3.438 -3.220  0.00
H 1.910 -3.011 -3.144  0.09
H -2.206 1.388 1.185  0.11
H -6.079 2.588 -0.194  0.10
H 4.090 -3.835 -1.460  0.08
H -4.315 0.108 4.521  0.13
H 3.865 0.203 -1.357  -0.09
H -5.523 1.615 -2.071  0.07
H -7.108 0.764 1.122  0.10
H 4.982 -1.784 2.271  0.14
H -1.816 -3.422 -0.584  0.08
H 1.307 2.675 6.811  0.11
H -2.812 -1.433 0.142  0.12
H -4.479 -2.975 -0.704  0.12

LUMO ... 0.018 eV

***

[4]
DFT (ωB97M-V/def2-TZVPD) results for a single C5H6 molecule in a non-equilibrium geometry.

Each line ends with the Löwdin charge.
Element x y z (Å)
C 2.491 -0.095 -0.089  0.09
C -0.021 -0.183 0.580  -0.32
C -1.179 -0.790 -0.189  -0.10
C 1.301 -0.230 0.062  -0.17
C -1.015 0.715 -0.178  -0.12
H 0.088 0.094 1.664  0.16
H -1.611 1.315 0.562  0.11
H -1.965 -1.128 0.334  0.05
H -0.708 1.264 -1.096  0.11
H 3.470 0.296 -0.477  0.05
H -0.853 -1.258 -1.174  0.14

LUMO ... 1.135 eV
SMILES ... C#CC1CC1

***

[5]
DFT (ωB97M-V/def2-TZVPD) results for a molecular structure, C45H58N6O2SYb in a non-equilibrium geometry.

Each line ends with the Löwdin charge.
Element x y z (Å)
Yb 12.843 10.969 11.170  1.46
S 13.417 8.821 12.527  0.52
O 6.783 9.117 11.253  0.11
O 7.139 7.153 10.303  0.15
N 13.019 10.282 9.027  0.01
N 11.695 13.978 6.634  -0.01
N 13.765 13.960 8.720  0.01
N 11.061 12.037 10.292  -0.01
N 15.021 11.449 10.673  -0.01
N 13.015 12.925 12.264  -0.03
C 13.632 8.710 7.450  -0.11
C 11.866 9.836 8.307  -0.21
C 11.954 13.722 12.639  -0.21
C 8.899 12.735 10.511  -0.11
C 10.660 10.433 8.384  0.09
C 14.801 15.519 14.362  -0.17
C 10.669 13.586 12.180  0.06
C 17.269 10.946 10.236  -0.09
C 8.888 11.934 9.404  -0.09
C 10.271 12.768 11.045  -0.22
C 15.838 10.668 9.875  -0.21
C 11.340 7.540 11.168  -0.08
C 12.430 14.808 13.544  -0.09
C 14.144 13.526 12.711  -0.21
C 7.448 12.613 12.597  -0.07
C 11.750 8.582 12.065  -0.77
C 15.285 14.677 15.550  -0.08
C 11.412 17.076 13.165  -0.09
C 14.962 6.580 7.762  -0.07
C 12.266 8.829 7.317  -0.12
C 17.249 11.894 11.176  -0.12
C 9.427 9.367 12.179  -0.01
C 14.487 7.681 6.769  -0.17
C 15.405 13.238 12.298  0.03
C 11.586 15.931 14.111  -0.20
C 10.806 6.910 7.407  -0.07
C 13.136 15.201 8.271  -0.26
C 7.414 11.923 7.323  -0.08
C 18.468 10.206 9.661  -0.17
C 10.756 9.494 12.547  -0.17
C 11.375 7.982 6.481  -0.18
C 14.082 9.651 8.492  -0.16
C 13.786 14.706 13.575  -0.10
C 19.292 11.043 8.700  -0.08
C 15.817 12.228 11.409  -0.19
C 15.446 9.846 8.904  0.05
C 10.318 11.688 9.084  -0.26
C 11.714 14.965 7.700  -0.28
C 7.767 13.322 11.285  -0.19
C 9.983 7.407 10.873  -0.03
C 18.370 12.368 12.035  -0.17
C 7.562 8.247 10.942  -0.47
C 9.028 8.333 11.341  -0.12
C 7.710 11.361 8.682  -0.19
C 18.347 11.700 13.430  -0.06
H 15.542 7.009 8.576  0.06
H 13.895 13.978 9.720  0.03
H 13.879 7.202 5.976  0.11
H 11.852 14.395 5.725  0.07
H 11.082 14.572 8.488  0.07
H 15.960 15.234 16.154  0.06
H 19.129 12.066 14.068  0.07
H 6.709 13.172 13.156  0.08
H 19.039 9.869 10.514  0.11
H 7.880 10.289 8.620  0.11
H 14.249 16.393 14.738  0.11
H 8.342 12.543 13.223  0.07
H 15.655 15.833 13.734  0.12
H 18.717 11.269 7.793  0.09
H 11.587 6.238 7.726  0.07
H 20.176 10.500 8.426  0.07
H 8.278 12.114 6.675  0.08
H 17.384 11.902 13.913  0.07
H 18.057 9.314 9.161  0.10
H 18.511 10.634 13.413  0.08
H 9.948 14.268 12.604  0.10
H 11.262 15.915 7.402  0.11
H 6.858 12.873 7.361  0.09
H 9.908 9.981 7.742  0.13
H 19.334 12.145 11.568  0.11
H 18.360 13.446 12.118  0.11
H 16.207 9.311 8.365  0.11
H 10.821 16.779 12.314  0.07
H 6.776 11.239 6.749  0.08
H 7.846 6.536 10.166  0.08
H 12.094 16.213 15.040  0.11
H 10.570 8.585 6.057  0.11
H 14.668 13.795 8.302  0.07
H 10.387 7.415 8.294  0.05
H 13.081 15.917 9.100  0.10
H 12.416 13.266 6.799  0.06
H 15.353 8.145 6.309  0.11
H 14.112 6.019 8.172  0.07
H 10.621 12.469 8.373  0.15
H 6.901 13.274 10.622  0.11
H 10.627 15.510 14.417  0.11
H 9.979 6.327 6.932  0.10
H 12.039 6.850 10.772  0.09
H 10.874 17.926 13.603  0.09
H 7.085 11.590 12.419  0.07
H 11.931 7.583 5.628  0.11
H 13.739 15.691 7.508  0.11
H 7.994 14.367 11.517  0.11
H 16.207 13.795 12.765  0.11
H 15.548 5.826 7.230  0.08
H 15.821 13.778 15.217  0.07
H 12.367 17.430 12.755  0.09
H 9.666 6.548 10.279  0.11
H 19.588 11.988 9.133  0.07
H 8.668 9.985 12.615  0.10
H 6.842 11.481 9.327  0.12
H 14.426 14.401 16.168  0.09
H 10.989 10.222 13.317  0.10

2S+1 ... 2
LUMO (alpha / beta) ... -4.334 / -4.333 eV
Total charge ... +1

***

[6]
DFT (ωB97M-V/def2-TZVPD) results for a molecular structure, C11H24N2O11P2Re in a non-equilibrium geometry.

Each line ends with the Löwdin charge.
Element x y z (Å)
Re -0.316 -0.168 -0.020  1.80
P 2.648 -0.909 -0.999  0.40
P 1.511 1.860 -1.548  0.37
O -2.374 0.731 -0.381  -0.26
O -0.011 -1.276 2.002  -0.25
O 2.378 -2.194 -1.638  -0.22
O -0.521 -3.435 -2.745  0.23
O 0.107 1.208 -1.471  -0.37
O 1.725 3.057 -2.365  -0.22
O -2.409 -1.312 1.146  -0.22
O 4.106 -0.734 -0.363  -0.10
O 1.966 2.128 -0.025  -0.14
O 1.661 -0.487 0.136  -0.43
O -0.606 1.380 1.574  -0.25
N -0.532 -1.656 -1.181  -0.04
N 3.993 1.220 -2.288  0.21
C -1.803 2.181 1.450  -0.10
C -3.657 0.111 -0.158  -0.10
C 2.169 0.108 -3.547  -0.05
C -0.338 0.930 2.921  -0.11
C -0.901 -2.198 2.648  -0.10
C -2.273 2.109 0.013  -0.13
C -3.411 -1.345 0.142  -0.15
C 0.579 -0.267 2.837  -0.13
C -1.959 -2.567 1.635  -0.14
C 2.652 0.539 -2.165  -0.49
C -0.521 -2.566 -1.982  -0.37
H 2.109 0.965 -4.221  0.10
H 0.784 -0.664 3.831  0.16
H -4.143 0.589 0.693  0.14
H -1.538 -3.165 0.821  0.13
H -3.049 -1.881 -0.740  0.13
H 2.234 3.054 0.094  0.11
H -1.553 2.570 -0.657  0.12
H 1.174 -0.327 -3.466  0.09
H -4.269 0.228 -1.052  0.16
H -2.769 -3.118 2.117  0.15
H -3.230 2.617 -0.101  0.16
H -1.283 0.658 3.397  0.14
H -4.329 -1.812 0.504  0.16
H 4.489 -1.587 -0.086  0.12
H 0.137 1.728 3.493  0.16
H -1.588 3.214 1.726  0.16
H 2.818 -0.661 -3.967  0.11
H 4.535 1.115 -1.426  0.15
H -0.339 -3.078 2.962  0.15
H 3.816 2.216 -2.497  0.16
H -2.565 1.781 2.124  0.14
H -1.364 -1.724 3.515  0.14
H 4.543 0.828 -3.055  0.18
H 1.518 0.005 2.360  0.12

2S+1 ... 2
LUMO (alpha / beta) ... -8.339 / -7.883 eV
Total charge ... +2

***

[7]
DFT (ωB97M-V/def2-TZVPD) results for 2 unconnected molecules or ions with the total composition C4H14N2O2 in a non-equilibrium geometry.

Each line ends with the Löwdin charge.
Element x y z (Å)
O 1.475 3.171 1.282  -0.08
O 0.462 -2.122 -2.428  -0.08
N -0.245 0.705 0.580  -0.12
N -0.255 -0.033 2.837  -0.02
C -0.618 -1.919 -1.543  -0.26
C -0.030 0.437 -0.858  -0.23
C 0.131 -0.375 1.485  -0.34
C -1.106 -0.438 -1.553  -0.16
H -1.301 0.094 2.928  0.09
H -1.181 1.025 0.800  0.11
H 1.258 -0.517 1.461  0.14
H 2.113 3.143 0.567  0.03
H -0.092 -2.056 -0.587  0.10
H -0.042 1.459 -1.314  0.11
H 0.406 -1.676 -3.276  0.09
H -1.494 -2.583 -1.737  0.12
H -0.351 -1.326 1.240  0.10
H -1.338 0.015 -2.521  0.10
H -2.024 -0.392 -0.946  0.11
H -0.056 0.913 3.161  0.06
H 0.720 2.584 1.338  -0.01
H 1.048 0.079 -0.898  0.14

LUMO ... 0.804 eV
SMILES ... NCNCCCO.O

***

[8]
DFT (ωB97M-V/def2-TZVPD) results for 2 unconnected molecules or ions with the total composition C2H3BrFN in a non-equilibrium geometry.

Each line ends with the Löwdin charge.
Element x y z (Å)
Br 3.790 0.219 -0.014  -0.23
F 1.265 -2.399 -0.037  0.15
N 0.301 -0.444 0.977  0.13
C -0.061 -0.239 -0.448  -0.04
C 0.976 -1.128 0.038  -0.37
H 0.686 0.260 1.590  0.13
H -1.046 -0.615 -0.706  0.11
H 0.243 0.666 -0.956  0.11

LUMO (alpha / beta) ... -1.391 / -2.548 eV

***

Per-record DFT total energy, a.u.: -6341.321098, -1811.033757, -4258.323661, -193.989181, -3785.396958, -2131.307801, -420.741530, -2806.502352